[1]
The following is a quantum chemistry calculation of an isolated molecule of C7H9BrO in a non-equilibrium geometry, from the Open Molecules 2025 dataset.

⟨S²⟩ = 2.007
maximum force = 8.0 eV/Å
LUMO level (spin up / spin down) = 0.0291 / -0.0920 Ha
net charge = 0
highest occupied orbital energy (spin up / spin down) = -0.214 / -0.373 hartree
2S+1 = 3
gap between HOMO and LUMO (spin up / spin down) = 6.62 / 7.64 eV
energy = -79489.946 eV

Atoms and positions in Å:
C1 1.3248 -1.5294 -0.3959
C2 0.1624 -2.3882 -0.1111
C3 1.1556 -0.2163 -0.5249
C4 -1.0765 -1.9076 0.0993
C5 -0.2301 0.3614 -0.3548
C6 -1.2097 -0.4835 0.4262
C7 -0.2730 1.9217 -0.1664
O1 -1.1129 -0.3891 1.8306
Br1 -3.1647 0.0639 -0.0677
H1 2.3731 -1.8464 -0.6047
H2 0.3098 -3.4044 -0.3147
H3 1.8973 0.6094 -0.5980
H4 -2.0126 -2.5089 0.0988
H5 -0.5984 0.2378 -1.3067
H6 0.1823 2.2090 0.7118
H7 -1.3512 2.1423 -0.3371
H8 0.2798 2.4244 -1.0332
H9 -1.3080 0.6044 1.9946

***

[2]
The following is a quantum chemistry calculation of an isolated molecule of C15H15NO5S, from the Open Molecules 2025 dataset.

maximum force = 0.9 eV/Å
LUMO level = 0.0042 Ha
net charge = 0
highest occupied orbital energy = -0.319 hartree
2S+1 = 1
gap between HOMO and LUMO = 8.78 eV
energy = -38360.502 eV

Atoms and positions in Å:
C1 -4.4227 -1.7454 1.4284
H1 -5.3561 -2.2812 1.5941
O1 -4.7082 -0.7850 0.4363
C2 -3.6889 -0.0331 -0.0454
C3 -4.0069 0.8450 -1.0853
C4 -3.0274 1.6375 -1.6419
C5 -1.7156 1.5711 -1.1966
C6 -1.4017 0.7119 -0.1532
C7 -2.3865 -0.0762 0.4332
H2 -2.0989 -0.7205 1.2466
N1 -0.1025 0.5862 0.3745
S1 0.4867 -0.9893 0.5537
O2 0.5803 -1.2117 1.9785
O3 -0.3280 -1.8895 -0.1971
C8 2.1291 -0.9194 -0.1467
C9 3.2447 -0.9334 0.6680
C10 4.4989 -0.8403 0.0860
C11 4.6174 -0.7347 -1.2905
C12 3.4891 -0.7356 -2.0972
C13 2.2328 -0.8287 -1.5228
H3 1.3330 -0.8438 -2.1185
H4 3.5878 -0.6619 -3.1693
H5 5.5957 -0.6551 -1.7395
H6 5.3794 -0.8448 0.7088
H7 3.1238 -1.0219 1.7359
C14 0.8408 1.6660 0.2316
H8 1.3915 1.6415 -0.7201
H9 0.2781 2.6066 0.2611
C15 1.8848 1.7908 1.3524
O4 2.8299 2.5150 1.1958
O5 1.6812 1.1454 2.4861
H10 1.0554 0.3830 2.4424
H11 -0.9570 2.1788 -1.6636
H12 -3.2787 2.3105 -2.4478
H13 -5.0252 0.8802 -1.4367
H14 -3.6511 -2.4454 1.0951
H15 -4.1054 -1.2729 2.3633

***

[3]
The following is a quantum chemistry calculation of a cluster of 5 separate species, C37H49ClF4N3O4S in total, from the Open Molecules 2025 dataset.

maximum force = 0.7 eV/Å
LUMO level = -0.1179 Ha
net charge = +1
highest occupied orbital energy = -0.387 hartree
2S+1 = 1
gap between HOMO and LUMO = 7.32 eV
energy = -86041.573 eV

Atoms and positions in Å:
C1 3.1560 2.2652 -0.1028
C2 2.2941 0.9970 -0.1084
C3 1.8165 0.6391 1.2974
C4 0.8190 -0.5175 1.3542
N1 -0.3231 -0.4078 0.4344
C5 -1.4611 0.2490 0.9611
N2 -2.2601 -0.7429 1.8053
C6 -2.9327 -1.8525 1.0218
Cl1 -2.0583 -3.3520 1.3052
C7 -2.9741 -1.5083 -0.4607
N3 -3.3033 -0.1260 -0.7307
O1 -4.6395 0.0499 -0.2690
C8 -5.3749 0.8775 -1.1962
C9 -6.4927 1.5895 -0.4471
O2 -6.2349 2.9638 -0.2808
C10 -5.6557 3.3685 0.9513
C11 -4.3673 4.1621 0.7157
C12 -2.4546 0.8610 -0.0278
C13 -1.7894 1.8357 -1.0082
S1 -1.3548 1.1416 -2.6067
O3 -0.0493 1.6287 -2.9330
O4 -2.4537 1.3187 -3.4965
H1 3.7915 2.3147 -0.9850
H2 2.5149 3.1481 -0.1350
H3 3.7707 2.3184 0.7944
H4 2.8400 0.1621 -0.5541
H5 1.4431 1.2057 -0.7649
H6 2.6845 0.3315 1.8801
H7 1.4309 1.5352 1.7962
H8 0.4121 -0.5622 2.3721
H9 1.3263 -1.4704 1.2031
H10 -0.0393 -0.0436 -0.4640
H11 -1.1776 1.0432 1.6671
H12 -2.9830 -0.2253 2.3115
H13 -1.6528 -1.1809 2.5023
H14 -3.9337 -1.9708 1.4264
H15 -3.6837 -2.1594 -0.9646
H16 -1.9911 -1.7161 -0.8824
H17 -5.7572 0.2578 -2.0091
H18 -4.7099 1.6231 -1.6326
H19 -6.6562 1.0949 0.5168
H20 -7.4231 1.4970 -1.0072
H21 -6.3773 4.0072 1.4648
H22 -5.4788 2.5037 1.5994
H23 -3.4684 3.5912 0.9614
H24 -4.3287 4.4624 -0.3307
H25 -4.3484 5.0642 1.3248
H26 -3.1372 1.4615 0.5776
H27 -0.8874 2.2885 -0.5965
H28 -2.4996 2.6194 -1.2752
H29 -1.2156 -0.1818 -2.3420
F1 -3.7292 -7.8457 6.2762
C14 -4.2437 -7.0879 5.2934
C15 -5.6093 -7.0996 5.0867
C16 -6.1327 -6.3134 4.0714
C17 -5.2942 -5.5375 3.2821
C18 -3.9249 -5.5466 3.5110
C19 -3.3864 -6.3248 4.5258
H30 -6.2406 -7.7166 5.7110
H31 -7.2002 -6.3100 3.8966
H32 -5.7113 -4.9327 2.4869
H33 -3.2712 -4.9429 2.8950
H34 -2.3240 -6.3484 4.7269
F2 4.4996 1.1333 2.7945
C20 5.7381 1.3154 3.3328
C21 6.6698 0.3110 3.1915
C22 7.9307 0.5029 3.7368
C23 8.2310 1.6795 4.4094
C24 7.2684 2.6717 4.5357
C25 6.0034 2.4969 3.9909
H35 6.4152 -0.5999 2.6672
H36 8.6769 -0.2726 3.6308
H37 9.2151 1.8239 4.8338
H38 7.4998 3.5889 5.0605
H39 5.2392 3.2579 4.0712
F3 8.4386 -1.7893 1.4688
C26 8.8101 -1.0993 0.3653
C27 7.8391 -0.7319 -0.5430
C28 8.2256 -0.0191 -1.6692
C29 9.5596 0.3074 -1.8694
C30 10.5135 -0.0782 -0.9377
C31 10.1426 -0.7873 0.1960
H40 6.8068 -1.0030 -0.3670
H41 7.4799 0.2814 -2.3934
H42 9.8553 0.8607 -2.7502
H43 11.5545 0.1718 -1.0924
H44 10.8672 -1.0952 0.9373
F4 -3.0150 2.2741 -10.3206
C32 -3.0397 1.7428 -9.0833
C33 -4.0792 0.9010 -8.7419
C34 -4.0953 0.3568 -7.4655
C35 -3.0897 0.6608 -6.5576
C36 -2.0584 1.5124 -6.9291
C37 -2.0247 2.0607 -8.2031
H45 -4.8532 0.6836 -9.4650
H46 -4.9009 -0.3079 -7.1817
H47 -3.1089 0.2398 -5.5637
H48 -1.2759 1.7549 -6.2217
H49 -1.2300 2.7232 -8.5176

***

[4]
The following is a quantum chemistry calculation of an isolated molecule of C18H14F4N4O2 in a non-equilibrium geometry, from the Open Molecules 2025 dataset.

maximum force = 5.9 eV/Å
LUMO level = -0.0053 Ha
net charge = 0
highest occupied orbital energy = -0.316 hartree
2S+1 = 1
gap between HOMO and LUMO = 8.46 eV
energy = -39814.438 eV

Atoms and positions in Å:
O1 0.0069 -0.6195 -1.5188
F1 1.7838 0.2776 7.3760
F2 1.4754 4.4564 2.8970
F3 3.5250 3.6985 2.5623
F4 1.8376 2.8082 1.4613
N1 0.7892 -1.8573 2.5984
N2 -3.1767 -1.6597 -2.7626
O2 -3.5633 -1.7186 -4.2222
C1 -1.1642 -1.0874 -1.4220
C2 -0.2867 -2.2109 1.9029
C3 -1.9111 -1.3653 -2.6961
C4 -3.4603 -1.4552 -7.2118
C5 -1.3978 -1.0146 -4.0681
C6 -2.4741 -1.2471 -4.9136
C7 -0.7296 -1.1628 0.9135
C8 0.1529 -0.1223 1.2383
C9 -2.3511 -1.1929 -6.4035
C10 1.4807 2.2689 6.1768
C11 1.6514 3.0179 5.0544
C12 1.7903 0.2504 4.9999
C13 1.6542 0.9248 6.2015
C14 2.0226 2.3777 3.8320
C15 2.0313 0.9653 3.8562
N3 -1.6275 -1.3200 -0.0974
N4 1.0608 -0.5760 2.1728
C16 -0.9377 -0.8783 -6.9650
C17 2.2461 3.3497 2.6772
C18 2.2780 0.0908 2.5906
H1 -0.7585 -3.2592 1.8764
H2 -3.2254 -1.4232 -8.3167
H3 -4.4641 -1.5600 -6.8729
H4 -0.4159 -0.6233 -4.1220
H5 0.2036 0.8205 0.7035
H6 1.2938 2.7553 7.1094
H7 1.5289 4.0561 5.1151
H8 1.8071 -0.8762 5.0248
H9 -2.5247 -1.8617 -0.0529
H10 -0.3762 -1.8346 -6.8958
H11 -0.4327 -0.1670 -6.3935
H12 -1.0053 -0.8403 -8.0483
H13 2.7610 0.6291 1.8869
H14 2.9022 -0.8139 2.7559

***

[5]
The following is a quantum chemistry calculation of a structure of composition C3H4ClO2S in a non-equilibrium geometry, from the Open Molecules 2025 dataset.

maximum force = 3.1 eV/Å
LUMO level = 0.1278 Ha
net charge = -1
highest occupied orbital energy = -0.127 hartree
2S+1 = 1
gap between HOMO and LUMO = 6.94 eV
energy = -30629.564 eV

Atoms and positions in Å:
C1 1.8174 1.3809 0.7195
C2 -0.1285 -0.8500 0.1470
C3 0.6359 0.3405 -0.5922
O1 2.0076 2.4139 0.1415
O2 2.1122 0.7557 1.6905
S1 -0.3627 1.5217 -1.4019
Cl1 1.9058 -0.3419 -1.7542
H1 -0.3657 -1.5351 -0.6760
H2 -1.1365 -0.4480 0.5640
H3 0.5346 -1.3307 0.8903
H4 0.4817 2.4571 -1.3082

***

[6]
The following is a quantum chemistry calculation of an isolated molecule of C3H5NO2, from the Open Molecules 2025 dataset.

maximum force = 0.4 eV/Å
LUMO level = 0.0315 Ha
net charge = 0
highest occupied orbital energy = -0.380 hartree
2S+1 = 1
gap between HOMO and LUMO = 11.21 eV
energy = -8776.229 eV

Atoms and positions in Å:
N1 -1.2264 0.8863 -1.5108
C1 -0.5258 0.2848 -0.6573
C2 0.9766 0.1735 -0.6178
O1 1.2639 -0.3416 0.6697
C3 0.0448 -0.5436 1.3384
O2 -0.9894 -0.4827 0.3720
H1 -2.2150 0.7531 -1.2970
H2 1.2433 -0.5500 -1.3946
H3 1.5266 1.1006 -0.7961
H4 0.0474 -1.5268 1.8151
H5 -0.1459 0.2462 2.0783

***

[7]
The following is a quantum chemistry calculation of an isolated molecule of C4H6FNOS in a non-equilibrium geometry, from the Open Molecules 2025 dataset.

maximum force = 5.5 eV/Å
LUMO level = 0.0014 Ha
net charge = 0
highest occupied orbital energy = -0.330 hartree
2S+1 = 1
gap between HOMO and LUMO = 9.02 eV
energy = -21330.305 eV

Atoms and positions in Å:
C1 -2.0389 -0.7395 0.7811
C2 -1.3577 -0.4265 -0.6451
C3 -0.1533 0.5637 -0.3510
C4 3.1295 0.6515 -0.0545
H1 -1.7664 0.2610 1.5615
H2 -3.2356 -0.8546 0.4675
H3 -1.5074 -1.9185 1.1054
H4 -0.9430 -1.3202 -1.1512
H5 -0.2405 1.5599 -0.0395
H6 3.6740 1.7132 -0.0004
N1 0.9873 -0.0345 -0.2625
O1 1.8155 0.9335 0.2656
F1 -2.2778 0.3223 -1.1813
S1 3.9143 -0.7112 -0.4956

***

[8]
The following is a quantum chemistry calculation of an isolated molecule of C4H6OS in a non-equilibrium geometry, from the Open Molecules 2025 dataset.

maximum force = 3.5 eV/Å
LUMO level = 0.0280 Ha
net charge = 0
highest occupied orbital energy = -0.332 hartree
2S+1 = 1
gap between HOMO and LUMO = 9.81 eV
energy = -17123.595 eV

Atoms and positions in Å:
C1 0.7355 -0.7940 0.8070
C2 -1.0405 -0.2059 -0.8033
C3 0.1619 0.7098 -0.6851
C4 0.4995 0.7359 0.8657
H1 1.8041 -1.0359 0.4084
H2 0.3027 -1.1799 1.7948
H3 -1.2764 -0.5850 -1.8231
H4 -1.9495 0.1794 -0.3880
H5 0.9266 0.2372 -1.2478
H6 -0.4835 0.8836 1.2828
O1 -0.3498 -1.2200 -0.1455
S1 0.6695 2.2749 -0.0660